(1)
Below is a molecular structure, C23H40AlBO11 at a distorted geometry, with properties calculated with the ωB97M-V functional and the def2-TZVPD basis.

HOMO energy (spin up / spin down)	-12.06 / -12.04	eV
expectation value of S²	0.7598
2S+1	2
HOMO-LUMO gap (spin up / spin down)	8.65 / 3.82	eV
net charge	+1

Atoms and positions in Å:
Al1 7.329 -22.561 26.369
O1 0.603 -21.857 25.296
O2 6.091 -20.420 21.852
O3 4.149 -28.111 23.372
O4 1.801 -23.403 28.893
O5 1.409 -20.551 23.727
O6 2.295 -25.044 30.281
O7 7.552 -24.587 24.170
O8 8.817 -26.104 28.375
O9 7.557 -26.076 22.503
O10 6.388 -21.549 23.795
O11 6.998 -25.012 27.974
C1 3.655 -25.754 23.039
C2 3.016 -26.859 28.943
C3 1.349 -21.677 24.187
C4 3.510 -27.107 23.727
C5 2.741 -25.596 28.080
C6 8.365 -27.953 23.596
C7 7.146 -26.701 29.785
C8 0.680 -23.863 24.199
C9 8.145 -27.775 29.844
C10 7.900 -26.993 24.675
C11 5.731 -20.749 23.086
C12 5.181 -19.487 21.285
C13 3.937 -19.899 22.104
C14 1.880 -22.998 23.657
C15 7.727 -27.474 22.325
C16 7.606 -25.789 23.826
C17 9.275 -27.049 29.303
C18 2.270 -24.527 29.049
C19 2.466 -27.476 24.766
C20 2.563 -26.427 30.299
C21 0.342 -23.231 25.556
C22 4.467 -20.050 23.440
C23 7.560 -25.848 28.618
B1 4.765 -23.854 25.933
H1 0.872 -23.670 26.401
H2 3.358 -26.696 30.995
H3 4.974 -23.496 26.929
H4 1.743 -28.144 24.296
H5 5.358 -24.732 25.730
H6 3.636 -25.323 27.520
H7 5.034 -23.130 25.179
H8 6.859 -27.036 24.996
H9 9.852 -26.523 30.063
H10 1.912 -26.766 25.380
H11 -0.156 -23.764 23.508
H12 2.834 -23.039 24.184
H13 4.544 -25.735 22.409
H14 2.770 -25.337 22.558
H15 8.637 -26.662 25.406
H16 3.732 -24.163 25.884
H17 2.084 -23.080 22.590
H18 4.062 -25.198 23.883
H19 6.166 -27.159 29.651
H20 0.890 -24.906 24.436
H21 4.079 -27.096 28.982
H22 1.659 -26.937 30.633
H23 4.809 -19.123 23.902
H24 3.169 -19.136 21.977
H25 8.475 -27.584 21.539
H26 7.985 -28.937 23.869
H27 9.990 -27.681 28.777
H28 9.450 -28.020 23.517
H29 7.016 -26.191 30.740
H30 3.521 -20.864 21.817
H31 6.777 -27.945 22.072
H32 8.213 -28.160 30.861
H33 2.921 -27.996 25.609
H34 2.410 -27.684 28.569
H35 4.963 -19.766 20.254
H36 -0.639 -23.389 26.003
H37 3.808 -20.597 24.114
H38 1.881 -25.763 27.432
H39 5.478 -18.439 21.314
H40 7.871 -28.611 29.201

These are the Löwdin partial charges, in e, on atoms 1 to 2: atom 1 (Al): 1.238, atom 2 (O): 0.044

***

(2)
Below is a molecular structure, C23H40AuCl3N4O3Si at a distorted geometry, with properties calculated with the ωB97M-V functional and the def2-TZVPD basis.

HOMO energy (spin up / spin down)	-8.33 / -8.40	eV
energy relative to the best compared isomer or geometry (same formula, charge and spin)	1.2458	eV
expectation value of S²	2.0075
2S+1	3
HOMO-LUMO gap (spin up / spin down)	8.68 / 5.98	eV

Atoms and positions in Å:
Au1 -0.268 2.162 0.664
Cl1 0.125 0.565 -1.131
Cl2 -2.583 2.037 0.882
Cl3 1.744 3.274 0.396
Si1 -0.153 1.682 -3.171
O1 2.907 -0.927 -0.008
O2 -0.152 -0.971 -3.361
O3 -0.968 3.782 4.250
N1 -0.778 5.141 2.412
N2 1.160 -0.291 2.090
N3 0.115 0.549 2.175
N4 3.108 -1.910 -2.070
C1 -0.970 -4.334 -3.858
C2 -1.191 -3.042 -4.124
C3 -0.787 -2.418 -1.601
C4 0.275 -3.259 -1.305
C5 2.993 -1.934 -0.715
C6 -1.448 5.640 1.226
C7 1.009 -1.341 2.930
C8 -0.594 -3.547 0.942
C9 3.415 -3.095 -2.855
C10 -0.725 0.067 3.109
C11 -1.445 4.308 3.250
C12 -1.762 -2.567 -5.430
C13 -1.627 -1.960 -0.581
C14 0.309 -3.924 -0.067
C15 0.614 5.460 2.640
C16 -1.327 -5.497 -4.743
C17 -1.528 -2.519 0.695
C18 -0.190 -1.139 3.607
C19 -1.042 -1.940 -3.039
C20 3.147 -0.630 -2.775
C21 -0.936 1.013 -4.714
C22 1.560 2.415 -3.338
C23 -1.222 3.143 -2.596
H1 1.028 -4.737 0.112
H2 2.287 -0.570 -3.454
H3 1.736 -2.134 2.985
H4 3.504 -3.967 -2.193
H5 1.016 -3.475 -2.076
H6 0.774 5.937 3.616
H7 4.069 -0.573 -3.368
H8 -0.736 6.086 0.520
H9 1.913 -0.166 1.398
H10 -2.198 6.403 1.494
H11 -2.169 -2.132 1.497
H12 -0.548 -4.064 1.915
H13 2.264 1.779 -3.896
H14 -2.505 4.136 2.962
H15 -1.986 4.809 0.751
H16 -2.417 -5.541 -4.920
H17 -2.343 -1.163 -0.805
H18 -2.244 2.824 -2.357
H19 -1.799 0.383 -4.457
H20 3.123 0.203 -2.065
H21 -0.582 -4.636 -2.891
H22 -0.634 -1.777 4.347
H23 -1.277 3.911 -3.392
H24 1.996 2.643 -2.353
H25 -2.092 -1.558 -2.983
H26 2.609 -3.291 -3.581
H27 0.920 6.153 1.852
H28 1.499 3.374 -3.881
H29 2.978 -2.960 -0.281
H30 -1.267 1.826 -5.385
H31 -0.202 0.405 -5.263
H32 -1.031 -6.412 -4.208
H33 -1.627 0.584 3.403
H34 -1.114 -1.791 -5.852
H35 1.247 4.567 2.570
H36 -1.869 -3.376 -6.167
H37 -2.760 -2.136 -5.250
H38 -0.806 -5.483 -5.712
H39 -0.811 3.627 -1.699
H40 4.342 -2.949 -3.436

These are the Löwdin partial charges, in e, on atoms 1 to 2: atom 1 (Au): 0.288, atom 2 (Cl): 0.376